1.
A 3-piece molecular cluster, C4H9BF4N2O4 overall at a distorted geometry, computed with wB97M-V/def2-TZVPD.

Its structure (SMILES) is BC(F)(F)C(F)F.C[N+](=O)[O-].C[N+](=O)[O-]. The HOMO-LUMO gap comes out at 9.87 eV.

Last columns: bonded neighbours and bond lengths (Å).
Cartesian coordinates (Å):
1 B -4.96 1.48 0.28  C2 1.608, H8 1.182, H9 1.184
2 C -3.92 0.55 -0.51  B1 1.608, F3 1.343, F4 1.345, C5 1.538
3 F -4.52 -0.22 -1.43  C2 1.343
4 F -2.99 1.31 -1.14  C2 1.345
5 C -3.22 -0.37 0.50  C2 1.538, F6 1.324, F7 1.334, H10 1.087
6 F -2.76 -1.47 -0.05  C5 1.324
7 F -2.22 0.31 1.07  C5 1.334
8 H -6.12 1.33 0.10  B1 1.182
9 H -4.48 2.26 1.04  B1 1.184
10 H -3.92 -0.63 1.29  C5 1.087
11 C 0.31 -1.45 -0.74  N12 1.490, H15 1.084, H16 1.086, H17 1.084
12 N 1.64 -2.12 -0.78  C11 1.490, O13 1.219, O14 1.211
13 O 2.56 -1.61 -0.16  N12 1.219
14 O 1.72 -3.15 -1.42  N12 1.211
15 H 0.40 -0.55 -0.13  C11 1.084
16 H 0.05 -1.20 -1.77  C11 1.086
17 H -0.40 -2.14 -0.32  C11 1.084
18 C 4.92 0.48 0.54  N19 1.489, H22 1.084, H23 1.086, H24 1.086
19 N 4.40 1.87 0.68  C18 1.489, O20 1.216, O21 1.216
20 O 4.69 2.49 1.69  N19 1.216
21 O 3.72 2.30 -0.24  N19 1.216
22 H 5.50 0.24 1.42  C18 1.084
23 H 4.06 -0.17 0.44  C18 1.086
24 H 5.53 0.45 -0.36  C18 1.086

Atomic partial charges in e from the natural (NBO) method, atoms 1 to 8: number 1, B, carries 0.448; number 2, C, carries 0.333; number 3, F, carries -0.326; number 4, F, carries -0.323; number 5, C, carries 0.525; number 6, F, carries -0.319; number 7, F, carries -0.323; number 8, H, carries -0.068

=====

2.
An isolated ion of composition C4H9BN3O2 and charge +1 at a distorted geometry, computed with wB97M-V/def2-TZVPD.

Its structure (SMILES) is [NH3+]C1(B(O)O)N=CCC=N1. The HOMO-LUMO gap comes out at 10.41 eV. The charge is +1.

Last columns: bonded neighbours and bond lengths (Å).
Cartesian coordinates (Å):
1 N -0.52 1.57 -1.45  C2 1.491, H11 1.098, H12 0.953, H13 1.053
2 C -0.13 0.46 -0.53  N1 1.491, B3 1.707, N6 1.410, N10 1.487
3 B -0.74 0.75 1.03  C2 1.707, O4 1.370, O5 1.333
4 O -0.75 2.09 1.31  B3 1.370, H14 1.001
5 O -1.32 -0.31 1.60  B3 1.333, H15 1.005
6 N 1.28 0.46 -0.49  C2 1.410, C7 1.225
7 C 1.82 -0.57 -0.13  N6 1.225, C8 1.536, H16 1.030
8 C 0.99 -1.77 0.35  C7 1.536, C9 1.495, H17 1.033, H18 1.111
9 C -0.10 -1.84 -0.67  C8 1.495, N10 1.252, H19 1.136
10 N -0.62 -0.80 -1.15  C2 1.487, C9 1.252
11 H -0.88 1.04 -2.34  N1 1.098
12 H 0.35 1.91 -1.64  N1 0.953
13 H -1.15 2.29 -1.02  N1 1.053
14 H -1.38 2.41 2.03  O4 1.001
15 H -1.62 -0.27 2.56  O5 1.005
16 H 2.82 -0.58 -0.40  C7 1.030
17 H 1.62 -2.57 0.48  C8 1.033
18 H 0.62 -1.34 1.31  C8 1.111
19 H -0.30 -2.94 -0.86  C9 1.136

Atomic partial charges in e from the natural (NBO) method, atoms 1 to 8: number 1, N, carries -0.689; number 2, C, carries 0.063; number 3, B, carries 1.114; number 4, O, carries -0.902; number 5, O, carries -0.882; number 6, N, carries -0.462; number 7, C, carries 0.186; number 8, C, carries -0.574

=====

3.
A 2-piece molecular cluster, C4H9BO2 overall at a distorted geometry, computed with wB97M-V/def2-TZVPD.

The HOMO-LUMO gap (spin up / spin down) comes out at 6.89 / 7.59 eV.

Last columns: bonded neighbours and bond lengths (Å).
Cartesian coordinates (Å):
1 B 1.87 -0.15 0.05  O6 1.348, O7 1.406
2 C -1.51 1.93 0.49  C3 1.388, H8 1.071, H9 1.060
3 C -1.43 0.55 0.46  C2 1.388, C5 1.428, H10 1.092
4 C -0.95 -1.74 -0.52  C5 1.483, H11 1.189, H12 1.108, H13 1.134
5 C -1.00 -0.27 -0.64  C3 1.428, C4 1.483, H14 1.012
6 O 2.68 -0.83 0.89  B1 1.348, H15 0.917
7 O 2.24 0.84 -0.88  B1 1.406, H16 0.906
8 H -1.82 2.29 1.46  C2 1.071
9 H -1.26 2.66 -0.23  C2 1.060
10 H -1.47 0.22 1.50  C3 1.092
11 H -2.05 -2.13 -0.32  C4 1.189
12 H -0.51 -2.34 -1.34  C4 1.108
13 H -0.37 -1.91 0.44  C4 1.134
14 H -1.04 0.31 -1.47  C5 1.012
15 H 3.52 -0.49 0.78  O6 0.917
16 H 3.10 1.06 -0.67  O7 0.906

Atomic partial charges in e from the natural (NBO) method, atoms 1 to 8: number 1, B, carries 0.953; number 2, C, carries -0.368; number 3, C, carries -0.266; number 4, C, carries -0.669; number 5, C, carries -0.148; number 6, O, carries -0.920; number 7, O, carries -0.921; number 8, H, carries 0.181

=====

4.
One molecule with the formula C4H9BO2 at a distorted geometry, computed with wB97M-V/def2-TZVPD.

Its structure (SMILES) is C=C[C@H](C)B(O)O. The HOMO-LUMO gap comes out at 9.99 eV.

Last columns: bonded neighbours and bond lengths (Å).
Cartesian coordinates (Å):
1 C -0.32 -2.11 -1.17  C2 1.317, H8 1.129, H9 1.121
2 C -0.72 -0.88 -0.90  C1 1.317, C3 1.631, H10 1.159
3 C -0.48 -0.02 0.46  C2 1.631, C4 1.535, B5 1.587, H11 1.030
4 C -1.33 1.24 0.34  C3 1.535, H12 1.071, H13 1.045, H14 1.088
5 B 1.04 0.46 0.52  C3 1.587, O6 1.417, O7 1.344
6 O 1.88 -0.12 1.51  B5 1.417, H15 1.015
7 O 1.48 1.39 -0.34  B5 1.344, H16 0.878
8 H -0.37 -2.70 -2.14  C1 1.129
9 H 0.37 -2.50 -0.39  C1 1.121
10 H -1.53 -0.36 -1.55  C2 1.159
11 H -0.82 -0.51 1.30  C3 1.030
12 H -1.22 1.58 -0.67  C4 1.071
13 H -2.31 1.05 0.66  C4 1.045
14 H -0.88 1.90 1.08  C4 1.088
15 H 2.88 -0.04 1.60  O6 1.015
16 H 2.32 1.64 -0.31  O7 0.878

Atomic partial charges in e from the natural (NBO) method, atoms 1 to 8: number 1, C, carries -0.427; number 2, C, carries -0.150; number 3, C, carries -0.587; number 4, C, carries -0.583; number 5, B, carries 1.132; number 6, O, carries -0.931; number 7, O, carries -0.877; number 8, H, carries 0.216

=====

5.
A 2-piece molecular cluster, C4H9BO2 overall at a distorted geometry, computed with wB97M-V/def2-TZVPD.

The HOMO-LUMO gap (spin up / spin down) comes out at 8.20 / 8.20 eV.

Last columns: bonded neighbours and bond lengths (Å).
Cartesian coordinates (Å):
1 B -1.21 -0.15 0.30  C5 1.549, O6 1.474, O7 1.382
2 C 0.96 1.87 0.15  C3 1.260, H8 1.087, H9 1.109
3 C 1.17 0.83 0.82  C2 1.260, H10 1.046
4 C 0.74 -1.61 -1.02  C5 1.505, H11 1.175, H12 1.091, H13 1.033
5 C -0.09 -1.21 0.18  B1 1.549, C4 1.505, H14 1.127
6 O -1.36 0.51 -1.01  B1 1.474, H15 0.924
7 O -1.92 -0.02 1.48  B1 1.382, H16 1.016
8 H 1.49 2.75 0.50  C2 1.087
9 H 0.22 1.95 -0.67  C2 1.109
10 H 1.72 0.30 1.53  C3 1.046
11 H 1.88 -1.81 -0.85  C4 1.175
12 H 0.28 -2.57 -1.25  C4 1.091
13 H 0.55 -0.93 -1.78  C4 1.033
14 H 0.22 -1.75 1.12  C5 1.127
15 H -1.90 1.26 -1.09  O6 0.924
16 H -2.74 0.57 1.60  O7 1.016

Atomic partial charges in e from the natural (NBO) method, atoms 1 to 8: number 1, B, carries 1.007; number 2, C, carries -0.497; number 3, C, carries -0.093; number 4, C, carries -0.646; number 5, C, carries -0.425; number 6, O, carries -0.922; number 7, O, carries -0.914; number 8, H, carries 0.213

=====

6.
A 2-piece molecular cluster, C4H9BrCl2Si overall at a distorted geometry, computed with wB97M-V/def2-TZVPD.

The HOMO-LUMO gap (spin up / spin down) comes out at 6.40 / 8.17 eV.

Last columns: bonded neighbours and bond lengths (Å).
Cartesian coordinates (Å):
1 C -1.06 -1.47 -1.27  Si5 1.928, H9 1.137, H10 1.080, H11 1.038
2 C 0.08 -0.88 1.72  Si5 1.880, H12 1.032, H13 1.098, H14 1.099
3 C -1.68 1.40 0.27  Si5 2.014, Br8 1.900, H15 1.180, H16 1.114
4 C 2.65 1.01 -0.65  Cl6 1.776, Cl7 1.785, H17 1.120
5 Si -0.47 -0.20 0.05  C1 1.928, C2 1.880, C3 2.014
6 Cl 3.66 0.16 0.54  C4 1.776
7 Cl 3.08 0.73 -2.36  C4 1.785
8 Br -3.03 1.63 -1.05  C3 1.900
9 H -1.06 -1.22 -2.38  C1 1.137
10 H -0.40 -2.32 -1.14  C1 1.080
11 H -2.04 -1.67 -0.99  C1 1.038
12 H -0.01 -0.13 2.42  C2 1.032
13 H -0.34 -1.78 2.19  C2 1.098
14 H 1.17 -1.02 1.72  C2 1.099
15 H -1.03 2.38 0.16  C3 1.180
16 H -2.24 1.28 1.22  C3 1.114
17 H 2.70 2.11 -0.43  C4 1.120

Atomic partial charges in e from the natural (NBO) method, atoms 1 to 8: number 1, C, carries -1.110; number 2, C, carries -1.168; number 3, C, carries -0.953; number 4, C, carries -0.358; number 5, Si, carries 1.427; number 6, Cl, carries -0.037; number 7, Cl, carries -0.030; number 8, Br, carries 0.021

=====

7.
An isolated ion of composition C4H9BrNS and charge +1 at a distorted geometry, computed with wB97M-V/def2-TZVPD.

Its structure (SMILES) is C/[N+](=C/Br)CCS. The HOMO-LUMO gap comes out at 8.14 eV. The charge is +1.

Last columns: bonded neighbours and bond lengths (Å).
Cartesian coordinates (Å):
1 C -1.10 1.19 -0.02  N2 1.438, H8 1.090, H9 1.087, H10 1.092
2 N 0.30 0.87 0.04  C1 1.438, C3 1.293, C5 1.460
3 C 1.19 1.81 -0.07  N2 1.293, Br4 1.848, H11 1.083
4 Br 3.01 1.52 -0.01  C3 1.848
5 C 0.71 -0.52 0.22  N2 1.460, C6 1.527, H12 1.098, H13 1.096
6 C -0.40 -1.55 0.43  C5 1.527, S7 1.845, H14 1.088, H15 1.089
7 S -1.32 -2.03 -1.10  C6 1.845, H16 1.333
8 H -1.57 0.99 0.94  C1 1.090
9 H -1.25 2.23 -0.27  C1 1.087
10 H -1.59 0.56 -0.77  C1 1.092
11 H 0.87 2.83 -0.22  C3 1.083
12 H 1.38 -0.56 1.09  C5 1.098
13 H 1.30 -0.81 -0.65  C5 1.096
14 H 0.05 -2.45 0.83  C6 1.088
15 H -1.16 -1.21 1.13  C6 1.089
16 H -0.41 -2.87 -1.58  S7 1.333

Atomic partial charges in e from the natural (NBO) method, atoms 1 to 8: number 1, C, carries -0.434; number 2, N, carries -0.253; number 3, C, carries 0.126; number 4, Br, carries 0.256; number 5, C, carries -0.264; number 6, C, carries -0.540; number 7, S, carries -0.021; number 8, H, carries 0.241

=====

8.
A 2-piece molecular cluster, C4H9BrO2S overall at a distorted geometry, computed with wB97M-V/def2-TZVPD.

The HOMO-LUMO gap comes out at 9.57 eV.

Last columns: bonded neighbours and bond lengths (Å).
Cartesian coordinates (Å):
1 C -1.48 -1.49 0.47  C3 1.484, H9 1.090, H10 1.088, H11 1.088
2 C 1.15 1.27 -1.97  S7 1.843, H12 1.083, H13 1.082, H14 1.084
3 C -0.92 -0.81 1.66  C1 1.484, C4 1.321, H16 1.082
4 C 0.36 -0.62 1.94  C3 1.321, Br8 1.897, H17 1.076
5 O 1.32 2.53 0.28  S7 1.675, H15 0.958
6 O -0.95 1.81 -0.51  S7 1.443
7 S 0.37 1.28 -0.30  C2 1.843, O5 1.675, O6 1.443
8 Br 1.79 -1.31 0.88  C4 1.897
9 H -1.97 -0.75 -0.16  C1 1.090
10 H -0.70 -1.99 -0.11  C1 1.088
11 H -2.23 -2.22 0.77  C1 1.088
12 H 0.97 2.24 -2.43  C2 1.083
13 H 2.21 1.08 -1.87  C2 1.082
14 H 0.67 0.49 -2.56  C2 1.084
15 H 1.88 2.26 1.00  O5 0.958
16 H -1.63 -0.39 2.35  C3 1.082
17 H 0.72 -0.11 2.81  C4 1.076

Atomic partial charges in e from the natural (NBO) method, atoms 1 to 8: number 1, C, carries -0.671; number 2, C, carries -0.832; number 3, C, carries -0.176; number 4, C, carries -0.299; number 5, O, carries -0.904; number 6, O, carries -0.950; number 7, S, carries 1.496; number 8, Br, carries 0.014

=====

Respective energy above the lowest of the compared OMol25 structures with the same formula, charge and spin values: 0.129, 0.538, 4.970, 1.333, 4.204, 3.574, 0.000, 0.846 eV.